Below is an isolated molecule of C3H4N2O at a distorted geometry, with properties calculated with wB97M-V/def2-TZVPD.

Computed properties:
- HOMO (alpha / beta): -0.32867 / -0.32168 Eh
- Kohn-Sham gap (alpha / beta): 8.27 / 8.48 eV
- Total charge: 0

Atoms and positions in Å:
O1 -0.293 1.444 -0.220
N1 -1.170 0.658 -0.742
N2 0.299 -1.147 -0.381
C1 0.707 0.987 0.499
C2 -1.077 -0.694 -0.282
C3 1.118 -0.347 0.174
H1 1.371 1.757 0.860
H2 -1.716 -1.317 -0.903
H3 -1.404 -0.740 0.774
H4 2.166 -0.600 0.219



Below is a 2-piece molecular cluster, C3H4N2O2 overall at a distorted geometry, with properties calculated with wB97M-V/def2-TZVPD.

Computed properties:
- HOMO: -0.35052 Eh
- Kohn-Sham gap: 8.66 eV
- Total charge: 0

Atoms and positions in Å:
O1 1.975 -0.150 0.894
O2 0.450 -1.646 0.104
N1 -2.330 -0.008 -0.221
N2 0.572 1.813 -0.787
C1 -1.257 0.490 -0.068
C2 0.146 0.668 -0.474
C3 0.834 -0.356 0.486
H1 -0.395 0.197 1.256
H2 1.140 -2.254 0.406
H3 -2.720 -0.622 -0.924
H4 1.586 1.869 -0.673



Below is an isolated molecule of C3H4N2O2 at a distorted geometry, with properties calculated with wB97M-V/def2-TZVPD.

Computed properties:
- HOMO: -0.38631 Eh
- Kohn-Sham gap: 11.27 eV
- Total charge: 0
- SMILES: OCc1nnco1

Atoms and positions in Å:
O1 0.859 1.022 0.305
O2 -1.450 -1.580 1.152
N1 -0.293 -0.320 -0.961
N2 0.336 0.625 -1.770
C1 -0.334 -0.798 1.461
C2 0.066 -0.053 0.249
C3 1.016 1.375 -0.985
H1 0.497 -1.415 1.883
H2 -1.603 -1.535 0.142
H3 -0.603 -0.119 2.254
H4 1.643 2.253 -1.169



Below is C3H4N2O2 as an isolated structure at a distorted geometry, with properties calculated with wB97M-V/def2-TZVPD.

Computed properties:
- HOMO: -0.32546 Eh
- Kohn-Sham gap: 8.88 eV
- Total charge: 0

Atoms and positions in Å:
O1 -2.627 -0.823 0.286
O2 1.939 -0.752 -0.074
N1 -0.737 0.360 1.150
N2 -0.208 -0.102 -0.900
C1 -1.570 -0.323 0.435
C2 -0.138 1.090 -0.004
C3 0.639 -0.965 -0.273
H1 2.182 0.175 -0.198
H2 -0.760 1.909 -0.377
H3 0.861 1.466 0.227
H4 0.420 -2.035 -0.273



Below is an isolated molecule of C3H4N2O2 at a distorted geometry, with properties calculated with wB97M-V/def2-TZVPD.

Computed properties:
- HOMO: -0.33219 Eh
- Kohn-Sham gap: 9.75 eV
- Total charge: 0

Atoms and positions in Å:
O1 2.617 -0.593 -0.592
O2 0.892 0.920 -0.453
N1 -1.438 0.170 -0.451
N2 0.631 -1.023 0.549
C1 -0.488 -0.346 0.984
C2 -0.350 0.928 0.262
C3 1.524 -0.286 -0.205
H1 -1.327 0.178 -1.448
H2 -0.549 1.957 0.578
H3 0.888 -1.921 0.921
H4 -2.398 0.016 -0.146



Below is C3H4N2O2 as an isolated structure at a distorted geometry, with properties calculated with wB97M-V/def2-TZVPD.

Computed properties:
- HOMO: -0.35486 Eh
- Kohn-Sham gap: 10.55 eV
- Total charge: 0

Atoms and positions in Å:
O1 1.252 -0.011 -2.167
O2 0.223 -0.206 1.165
N1 -0.012 -0.036 -2.170
N2 -0.461 -0.022 -1.058
C1 -1.328 0.035 1.408
C2 0.570 -0.276 -0.172
C3 1.766 -0.041 -0.752
H1 -1.885 -0.965 1.375
H2 -1.350 0.554 2.602
H3 -1.566 0.839 0.324
H4 2.791 0.130 -0.557



Below is an isolated molecule of C3H4N2O2 at a distorted geometry, with properties calculated with wB97M-V/def2-TZVPD.

Computed properties:
- HOMO: -0.34604 Eh
- Kohn-Sham gap: 10.32 eV
- Total charge: 0
- SMILES: COc1nnco1

Atoms and positions in Å:
O1 1.719 0.805 0.002
O2 -0.624 1.277 0.272
N1 0.173 -0.758 -0.125
N2 1.369 -1.372 -0.307
C1 0.405 0.497 0.058
C2 2.253 -0.456 -0.232
C3 -1.943 0.258 0.181
H1 -1.946 -0.865 0.228
H2 -2.416 0.666 1.058
H3 -2.304 0.551 -0.800
H4 3.313 -0.599 -0.334



Below is an isolated molecule of C3H4N2O2 at a distorted geometry, with properties calculated with wB97M-V/def2-TZVPD.

Computed properties:
- HOMO: -0.33628 Eh
- Kohn-Sham gap: 9.08 eV
- Total charge: 0

Atoms and positions in Å:
O1 -1.168 1.401 -1.369
O2 -2.327 -1.127 0.110
N1 0.509 -0.190 -1.094
N2 -0.056 -0.345 0.227
C1 -1.260 -0.696 0.195
C2 0.802 -0.216 1.401
C3 -0.175 0.777 -1.745
H1 0.266 0.922 -2.748
H2 0.232 -0.403 2.313
H3 1.221 0.792 1.417
H4 1.602 -0.950 1.293



Question: What is the formula in the second record?
Answer: C3H4N2O2